Below is a molecular structure, C5H6N2, with properties calculated with the ωB97M-V functional and the def2-TZVPD basis.

The geometry in XYZ format:
```
13
Properties=species:S:1:pos:R:3:nbo_charge:R:1
N 1.24585 0.40759 0.35513 -0.3306
C 0.32601 -0.76859 0.71279 -0.1351
H 1.23454 0.65382 -1.85792 0.2202
H -1.88904 1.27632 1.04391 0.3471
C 0.67351 0.28286 -1.00378 -0.0921
H 0.65003 -1.49315 1.45273 0.2281
H 0.90742 -1.86395 -1.08179 0.2192
H 0.12044 2.25937 -0.15851 0.2355
C -0.77698 0.19748 0.91878 0.2913
C 0.01960 1.16901 -0.01089 -0.2200
N -1.85034 0.39407 1.55092 -0.5743
H -0.83138 -1.38970 -1.14106 0.2131
C 0.17033 -1.12514 -0.78031 -0.4026
```

Computed properties:
energy relative to the best compared isomer or geometry (same formula, charge and spin) = 372.17 kJ/mol
orbital gap = 10.8371 eV
LUMO level = 0.037 hartree
total charge = 0